{"formula": "C3H3Cl2F", "method": "wB97M-V/def2-TZVPD", "total_energy_ev": -30916.1607, "lumo_energy_ev": [-0.6, -0.7], "multiplicity": 1, "homo_energy_ev": [-8.86, -8.65], "max_force_ha_per_bohr": 0.046, "de_lowest_kj_mol": 497.3, "homo_lumo_gap_ev": [8.239, 7.911], "species": ["C", "C", "C", "F", "Cl", "Cl", "H", "H", "H"], "positions_angstrom": [[-0.3045, 2.0603, -1.2928], [-0.3742, -0.7657, 0.5883], [0.7162, -1.4600, 0.7983], [-1.6141, -1.1051, 0.9937], [0.7571, -3.0902, 1.5274], [-0.3407, 0.4318, -1.1473], [0.7480, 2.3388, -0.9436], [-1.1944, 2.5419, -0.8211], [1.6066, -0.9518, 0.2970]]}


{"formula": "C3H3Cl2F", "method": "wB97M-V/def2-TZVPD", "total_energy_ev": -30920.4422, "smiles": "FC1[C@@H](Cl)[C@@H]1Cl", "lumo_energy_ev": 0.8, "multiplicity": 1, "homo_energy_ev": -10.49, "max_force_ha_per_bohr": 0.073, "de_lowest_kj_mol": 84.2, "homo_lumo_gap_ev": 11.256, "species": ["F", "C", "C", "Cl", "C", "Cl", "H", "H", "H"], "positions_angstrom": [[-0.7309, 1.8351, -0.3898], [-0.0584, 0.8104, 0.2157], [0.5978, -0.2557, -0.4620], [2.2246, -0.6857, -0.2308], [-0.5567, -0.5492, 0.4037], [-2.0856, -1.0468, -0.2964], [0.5450, 1.3288, 0.9450], [0.4359, -0.3114, -1.5114], [-0.3718, -1.1257, 1.3259]]}


{"formula": "C3H3Cl2F3", "method": "wB97M-V/def2-TZVPD", "total_energy_ev": -36352.4212, "lumo_energy_ev": [0.2, -1.0], "multiplicity": 1, "homo_energy_ev": [-9.36, -8.29], "max_force_ha_per_bohr": 0.053, "de_lowest_kj_mol": 508.1, "homo_lumo_gap_ev": [9.545, 7.297], "species": ["C", "C", "C", "F", "F", "F", "Cl", "Cl", "H", "H", "H"], "positions_angstrom": [[1.5283, 0.1926, -0.2281], [-1.7890, -1.2224, -0.1077], [0.4093, 0.8711, 0.5150], [1.8256, -1.1365, 0.2226], [-1.6374, -1.5843, -1.3420], [0.6166, 1.1914, 1.7870], [-3.2553, -0.5620, 0.1870], [-0.1233, 2.2707, -0.3753], [1.0714, -0.0279, -1.1958], [2.3688, 0.8112, 0.0527], [-1.0152, -0.8038, 0.4845]]}


{"formula": "C3H3Cl2N2", "method": "wB97M-V/def2-TZVPD", "total_energy_ev": -31177.2002, "smiles": "Clc1c[nH+]c(Cl)[nH]1", "charge": 1, "lumo_energy_ev": -4.4, "multiplicity": 1, "homo_energy_ev": -13.88, "max_force_ha_per_bohr": 0.117, "de_lowest_kj_mol": 37.3, "homo_lumo_gap_ev": 9.480, "species": ["Cl", "C", "C", "N", "C", "Cl", "N", "H", "H", "H"], "positions_angstrom": [[-2.2012, -1.7318, -0.5905], [-0.8589, -0.8065, -0.1323], [0.0965, -0.8213, 0.8711], [0.8705, 0.2940, 0.8488], [0.4538, 1.0560, -0.3346], [1.3161, 2.2957, -0.9697], [-0.5959, 0.4027, -0.8655], [0.2650, -1.6428, 1.6438], [1.7581, 0.4766, 1.2578], [-1.1040, 0.4774, -1.7289]]}


{"formula": "C3H3Cl2O3", "method": "wB97M-V/def2-TZVPD", "total_energy_ev": -34348.3761, "charge": -1, "lumo_energy_ev": 3.5, "multiplicity": 1, "homo_energy_ev": -4.46, "max_force_ha_per_bohr": 0.072, "de_lowest_kj_mol": 136.5, "homo_lumo_gap_ev": 7.971, "species": ["C", "C", "C", "O", "O", "O", "Cl", "Cl", "H", "H", "H"], "positions_angstrom": [[0.0045, -0.9002, 1.7220], [-0.4728, -0.3948, -0.1634], [0.7916, -0.3976, -0.9717], [-1.0081, -1.2224, 2.2525], [1.2037, -0.7782, 1.8494], [1.8367, 0.3362, -0.5039], [1.4085, -2.0785, -1.3016], [0.5843, 0.1899, -2.7448], [-0.8554, 0.7059, -0.2867], [-1.0794, -1.1311, -0.6934], [1.9116, 0.1102, 0.5565]]}


{"formula": "C3H3Cl2O3", "method": "wB97M-V/def2-TZVPD", "total_energy_ev": -34349.5333, "charge": -1, "lumo_energy_ev": 3.2, "multiplicity": 1, "homo_energy_ev": -4.89, "max_force_ha_per_bohr": 0.082, "de_lowest_kj_mol": 24.8, "homo_lumo_gap_ev": 8.071, "species": ["C", "C", "C", "O", "O", "O", "Cl", "Cl", "H", "H", "H"], "positions_angstrom": [[-2.0439, -1.6706, -0.8599], [-0.6058, 0.3629, 0.3828], [-0.4646, 1.3310, -0.5156], [-1.5652, -1.6289, -1.9129], [-2.4779, -2.0594, 0.2011], [0.4577, 1.4877, -1.4129], [-1.7432, 2.6031, -0.5677], [2.3794, -0.4301, -0.8029], [0.3338, -0.2586, 0.3067], [-1.4599, 0.1589, 1.0137], [1.3371, 0.7792, -1.3240]]}


{"formula": "C3H3Cl3", "method": "wB97M-V/def2-TZVPD", "total_energy_ev": -40725.5829, "smiles": "Cl/C=C(/Cl)CCl", "lumo_energy_ev": 0.4, "multiplicity": 1, "homo_energy_ev": -9.87, "max_force_ha_per_bohr": 0.057, "de_lowest_kj_mol": 70.0, "homo_lumo_gap_ev": 10.235, "species": ["Cl", "C", "C", "Cl", "C", "Cl", "H", "H", "H"], "positions_angstrom": [[2.3887, 0.0574, 0.0704], [0.9780, -1.0327, -0.4964], [-0.1351, -0.5835, 0.0212], [-1.4791, -1.7358, 0.0252], [-0.4457, 0.7409, 0.8108], [-1.0683, 2.0054, -0.3001], [1.0946, -1.7382, -1.3306], [-1.3009, 0.4558, 1.4147], [0.5210, 0.9748, 1.3786]]}


{"formula": "C3H3Cl3", "method": "wB97M-V/def2-TZVPD", "total_energy_ev": -40725.6749, "smiles": "Cl[C@@H]1CC1(Cl)Cl", "lumo_energy_ev": 0.7, "multiplicity": 1, "homo_energy_ev": -10.50, "max_force_ha_per_bohr": 0.050, "de_lowest_kj_mol": 61.2, "homo_lumo_gap_ev": 11.203, "species": ["Cl", "C", "C", "C", "Cl", "Cl", "H", "H", "H"], "positions_angstrom": [[0.9439, -2.1787, 0.4614], [0.2796, -0.7463, -0.3416], [0.7115, 0.6521, 0.1574], [-0.7394, 0.2221, 0.1156], [-1.6373, 0.0870, 1.6643], [-1.6647, 0.8535, -1.3003], [0.1922, -0.9690, -1.3510], [0.8900, 1.4127, -0.5836], [1.0243, 0.6665, 1.1779]]}


{"formula": "C3H3Cl3O2", "method": "wB97M-V/def2-TZVPD", "total_energy_ev": -44821.5319, "smiles": "C=C(Cl)Cl.O=C(O)Cl", "lumo_energy_ev": 0.5, "multiplicity": 1, "homo_energy_ev": -9.86, "max_force_ha_per_bohr": 0.022, "de_lowest_kj_mol": 11.0, "homo_lumo_gap_ev": 10.318, "species": ["C", "C", "Cl", "Cl", "H", "H", "O", "C", "O", "Cl", "H"], "positions_angstrom": [[2.2701, 0.0789, -0.8063], [1.4763, -0.6187, -0.0188], [0.9316, -2.2140, -0.3348], [0.9559, -0.0061, 1.5024], [2.6139, -0.3274, -1.7388], [2.5770, 1.0729, -0.5374], [-1.1593, 0.2470, -0.5514], [-2.1716, 0.3577, 0.0542], [-2.3127, 0.5549, 1.3422], [-3.7388, 0.2751, -0.6990], [-1.4423, 0.5798, 1.7879]]}


{"formula": "C3H3Cl9", "method": "wB97M-V/def2-TZVPD", "total_energy_ev": -115860.7937, "charge": -1, "lumo_energy_ev": [2.7, 2.6], "multiplicity": 2, "homo_energy_ev": [-0.41, -6.30], "max_force_ha_per_bohr": 0.043, "de_lowest_kj_mol": 0.1, "s_squared": 0.753, "homo_lumo_gap_ev": [3.073, 8.933], "species": ["C", "Cl", "Cl", "Cl", "H", "C", "Cl", "Cl", "Cl", "H", "C", "Cl", "Cl", "Cl", "H"], "positions_angstrom": [[1.0270, 0.1034, -0.3005], [2.2360, 1.3629, -0.9371], [1.8488, -1.5094, -0.5366], [-0.5568, 0.3375, -1.1923], [0.8900, 0.1855, 0.7777], [1.3554, -3.8595, 1.7876], [-0.1837, -4.0344, 0.9711], [1.6490, -5.0537, 3.0623], [1.5114, -2.2958, 2.5107], [2.1115, -4.0436, 1.0244], [-2.3204, 3.6009, -1.4830], [-3.2864, 4.2971, -2.8555], [-3.3922, 3.4557, -0.0716], [-1.0957, 4.7456, -0.9379], [-1.7940, 2.7077, -1.8192]]}